{"formula": "C42H100O23P2", "method": "the ωB97M-V functional and the def2-TZVPD basis", "species": ["C", "C", "O", "P", "O", "O", "C", "C", "O", "C", "C", "H", "H", "H", "H", "H", "H", "H", "H", "H", "H", "H", "H", "H", "H", "H", "C", "C", "O", "P", "O", "O", "C", "C", "O", "C", "C", "H", "H", "H", "H", "H", "H", "H", "H", "H", "H", "H", "H", "H", "H", "H", "C", "O", "C", "C", "O", "C", "C", "O", "C", "H", "H", "H", "H", "H", "H", "H", "H", "H", "H", "H", "H", "H", "H", "C", "O", "C", "C", "O", "C", "C", "O", "C", "H", "H", "H", "H", "H", "H", "H", "H", "H", "H", "H", "H", "H", "H", "C", "O", "C", "C", "O", "C", "C", "O", "C", "H", "H", "H", "H", "H", "H", "H", "H", "H", "H", "H", "H", "H", "H", "C", "O", "C", "C", "O", "C", "C", "O", "C", "H", "H", "H", "H", "H", "H", "H", "H", "H", "H", "H", "H", "H", "H", "C", "O", "C", "C", "O", "C", "C", "O", "C", "H", "H", "H", "H", "H", "H", "H", "H", "H", "H", "H", "H", "H", "H"], "positions_angstrom": [[0.435878, -4.247357, 8.353866], [-0.799127, -4.974829, 9.025486], [-0.586876, -6.319079, 9.222682], [-1.789310, -7.325521, 9.449381], [-2.747340, -7.427793, 8.334343], [-1.098013, -8.749956, 9.925897], [-0.201754, -9.412783, 9.108519], [-0.448663, -10.845196, 9.089622], [-2.455882, -6.729320, 10.780813], [-3.865270, -6.382721, 10.755144], [-5.056831, -7.444985, 10.954424], [1.284855, -4.201348, 9.035940], [0.692395, -4.885761, 7.508448], [0.241949, -3.265182, 7.922791], [-1.147102, -4.566299, 9.974229], [-1.642413, -4.710783, 8.387316], [-0.231053, -9.112569, 8.061082], [0.826970, -9.171434, 9.376049], [-0.727693, -11.364254, 10.006582], [-1.339342, -11.073139, 8.504102], [0.369516, -11.358621, 8.584568], [-4.046336, -5.931122, 11.730522], [-3.990350, -5.656354, 9.952112], [-4.834647, -8.289005, 11.607378], [-6.005777, -7.053874, 11.321358], [-5.167456, -7.806129, 9.931957], [1.528215, -7.952127, 3.121330], [2.459737, -9.100513, 3.399764], [3.268264, -8.806804, 4.509566], [4.687150, -9.489801, 4.564316], [5.626396, -8.936250, 3.494503], [5.146971, -9.116955, 6.161126], [5.569735, -7.847179, 6.496207], [4.895519, -7.389550, 7.806915], [4.344394, -11.031426, 4.693415], [4.364522, -11.854042, 3.545593], [5.811179, -12.391846, 3.266676], [2.141758, -7.120439, 3.467676], [1.238032, -7.802133, 2.081433], [0.647698, -7.943364, 3.763775], [1.972365, -10.071471, 3.488050], [3.093310, -9.173614, 2.515830], [6.625283, -7.581815, 6.555144], [5.010665, -7.187090, 5.833014], [5.290808, -7.977308, 8.635414], [5.004017, -6.328462, 8.031452], [3.846866, -7.680720, 7.867022], [3.768766, -12.751011, 3.714679], [3.900817, -11.426736, 2.656499], [6.487841, -11.638673, 2.863030], [6.169822, -12.634584, 4.266947], [5.750370, -13.314412, 2.689388], [-6.328517, -4.721769, 3.551679], [-6.319356, -3.306404, 3.917482], [-5.841496, -3.143695, 5.273343], [-6.139597, -1.772066, 5.926355], [-5.370343, -0.776674, 5.427264], [-5.435723, 0.628446, 5.857270], [-6.462915, 1.393902, 5.150247], [-5.920600, 1.958365, 3.921696], [-5.530037, 1.072354, 2.852103], [-6.509589, -4.640142, 2.479932], [-7.122517, -5.195008, 4.129359], [-5.319683, -5.131546, 3.600975], [-4.784095, -3.407819, 5.257457], [-6.278882, -3.936780, 5.879813], [-6.152779, -1.954153, 7.000960], [-7.156168, -1.440135, 5.715429], [-4.459345, 1.080363, 5.682490], [-5.480557, 0.703477, 6.943762], [-6.776150, 2.297769, 5.672752], [-7.361685, 0.858178, 4.844767], [-6.308081, 0.392372, 2.505153], [-4.634878, 0.583932, 3.237110], [-5.317034, 1.701431, 1.987808], [9.322231, 1.167643, 15.384437], [10.253627, 1.982644, 14.765269], [10.492062, 1.774377, 13.377483], [11.232197, 0.478066, 12.869747], [10.600585, -0.825730, 12.772236], [9.426399, -1.036302, 11.974135], [9.500661, -0.472543, 10.579112], [8.299927, -0.707336, 9.932717], [8.293271, -0.392479, 8.526408], [8.294636, 1.208225, 15.023179], [9.087971, 1.568661, 16.370549], [9.608143, 0.116452, 15.421116], [11.033762, 2.684731, 13.120709], [9.490513, 1.860936, 12.956178], [12.051182, 0.305022, 13.567895], [11.597061, 0.839338, 11.908263], [8.528509, -0.720256, 12.505192], [9.231612, -2.105835, 11.894944], [10.422657, -0.839583, 10.128211], [9.556734, 0.610812, 10.685393], [8.565849, 0.662094, 8.485260], [7.275091, -0.449428, 8.141501], [9.038142, -0.867729, 7.888129], [2.594897, -23.192761, -8.786145], [1.592686, -22.315187, -8.476984], [0.939267, -22.544021, -7.209565], [0.081094, -21.296553, -6.811620], [0.610502, -20.359067, -5.891249], [0.579698, -20.741199, -4.515535], [1.672336, -20.039886, -3.691086], [1.866915, -20.707455, -2.386937], [2.848381, -20.086687, -1.542674], [2.984810, -22.969343, -9.779196], [2.269165, -24.232834, -8.771036], [3.331418, -23.266355, -7.986004], [1.704501, -22.708311, -6.450948], [0.388780, -23.484429, -7.235712], [-0.832385, -21.745853, -6.422030], [-0.148691, -20.967784, -7.825132], [0.759512, -21.812322, -4.423620], [-0.485837, -20.679310, -4.294406], [1.181678, -19.098521, -3.443734], [2.602744, -19.968045, -4.254363], [2.605137, -19.119110, -1.103675], [3.803054, -19.949155, -2.050392], [3.001661, -20.744148, -0.686889], [-2.132538, -14.446897, 1.344323], [-2.623091, -13.438349, 2.276281], [-3.945456, -13.390276, 2.679323], [-4.224661, -12.454235, 3.890174], [-5.603462, -12.681793, 4.241847], [-5.966964, -11.918387, 5.539493], [-7.510307, -11.846917, 5.821217], [-8.200831, -12.987803, 6.204180], [-8.134874, -14.149016, 5.255739], [-2.578293, -14.194817, 0.382110], [-2.314335, -15.510123, 1.501149], [-1.080229, -14.240637, 1.148820], [-4.070568, -14.285545, 3.288360], [-4.744085, -13.621793, 1.974554], [-4.032825, -11.399989, 3.690493], [-3.547307, -12.771821, 4.682913], [-5.738169, -10.852674, 5.542131], [-5.379083, -12.268835, 6.387836], [-8.026447, -11.325506, 5.015097], [-7.619849, -11.169050, 6.667742], [-8.421580, -13.989982, 4.216222], [-8.845842, -14.891240, 5.618662], [-7.080277, -14.416338, 5.322648], [9.708472, -10.802412, -2.499943], [10.392752, -12.013340, -2.255375], [9.632655, -13.184771, -1.853149], [8.697177, -13.665249, -2.995459], [7.339666, -13.700016, -2.586790], [6.540636, -12.551124, -2.676179], [4.968511, -12.989760, -2.682922], [4.162645, -11.873461, -2.157393], [4.079787, -10.960523, -3.199290], [9.027537, -10.481152, -1.711760], [9.082940, -10.729427, -3.389601], [10.388178, -9.970591, -2.684827], [9.150448, -13.156069, -0.876023], [10.375716, -13.977992, -1.770922], [9.016746, -14.644488, -3.351911], [8.691168, -13.026160, -3.878420], [6.719001, -12.015295, -3.608474], [6.760635, -11.865660, -1.857741], [5.023330, -13.793947, -1.949179], [4.699303, -13.449868, -3.633673], [5.020546, -10.475618, -3.459941], [3.423998, -10.147440, -2.887946], [3.684313, -11.402093, -4.114014]], "atomic_forces_ev_per_a": [[-0.6, -1.5, 0.7], [-0.2, 3.4, -0.5], [0.9, -2.3, -0.2], [-0.5, -1.1, 0.4], [0.6, -0.1, 0.3], [-1.9, 3.3, 0.5], [1.8, 0.6, -1.3], [-1.1, -2.5, -0.4], [-0.4, -1.3, -0.4], [-1.5, 0.2, 2.6], [1.7, -0.4, -2.3], [0.0, 0.0, -0.1], [0.2, 0.0, 0.0], [-0.4, 0.0, 0.4], [0.7, 0.4, 0.3], [-0.2, -0.8, -0.5], [-0.4, 0.5, -0.1], [0.1, 0.0, 0.6], [0.7, 0.4, 0.5], [-0.1, 0.2, -0.4], [0.1, -0.1, 0.2], [0.9, 1.1, -0.2], [-0.5, -0.4, 0.0], [0.5, 0.2, 0.0], [0.4, 0.7, -0.2], [-0.7, -0.6, 0.2], [0.0, 0.7, 1.1], [-0.4, -0.5, -2.1], [-0.1, 0.2, 1.1], [2.9, 2.7, 0.8], [-2.1, -2.0, 2.4], [-0.4, -3.2, -2.7], [-2.4, 3.2, 0.5], [0.3, -1.5, 0.9], [0.3, 0.7, 0.3], [1.3, -1.8, -1.5], [-1.1, 0.6, 0.9], [-0.3, 0.5, -0.4], [0.1, -0.3, 0.1], [-0.1, -0.2, -0.1], [-0.1, 0.0, 0.4], [0.3, -0.1, -0.1], [0.1, -0.8, -0.5], [0.9, 0.5, -0.8], [0.4, 0.2, 0.3], [0.1, -0.1, -0.2], [-0.2, 0.3, -0.6], [-0.2, 0.2, 0.7], [0.2, 0.6, 0.1], [-0.2, -0.1, -0.3], [0.3, -0.3, 0.0], [0.2, 0.2, -0.2], [0.2, 2.5, -0.6], [0.2, -0.4, 1.0], [-0.3, -0.1, -0.8], [-2.0, -1.1, -0.4], [3.0, 2.3, -0.7], [0.6, -2.3, 1.1], [-0.4, 1.4, -2.5], [-0.6, 0.2, -0.3], [0.1, 0.7, 1.1], [-0.6, -0.5, 0.1], [0.3, -0.5, -0.2], [-0.1, -0.4, 0.7], [0.4, 0.5, 0.2], [-0.5, 0.1, 0.3], [0.7, 0.3, 0.5], [-0.8, -0.8, -0.1], [0.1, -0.3, -0.6], [-0.6, -0.3, 0.3], [0.1, -0.2, 0.3], [-0.1, -0.5, 0.5], [-0.1, -0.3, 0.5], [0.0, -0.6, -0.7], [0.3, 0.2, 0.2], [-1.1, -0.4, 0.7], [0.9, 0.0, 0.1], [-1.3, -0.7, 0.6], [-0.7, 0.7, 0.6], [-0.2, 0.7, -0.1], [-0.2, -0.2, 0.6], [0.3, 1.3, 0.9], [-0.7, -1.6, -1.6], [0.2, 1.5, 1.1], [-0.1, 0.1, -1.3], [0.9, -0.1, 0.4], [0.2, 0.0, 0.2], [0.4, -0.4, -0.4], [-0.1, -0.1, -0.8], [0.2, 0.0, -0.3], [0.3, -0.5, -0.3], [-0.1, 0.7, 0.0], [0.7, -0.3, 0.1], [-0.1, -0.2, -0.6], [0.6, 0.5, -0.2], [0.0, 0.4, -0.3], [0.2, -0.5, 0.2], [-0.1, -0.8, 0.3], [0.5, -1.5, 0.4], [-1.6, 1.2, 0.8], [1.3, 0.7, 0.2], [0.0, -2.3, -0.2], [1.1, 0.3, -1.1], [-0.1, -2.0, -0.9], [-1.7, 0.2, 1.6], [0.1, 0.6, -1.1], [0.0, -0.4, -0.2], [0.2, 0.1, 0.3], [-0.6, -0.4, -0.5], [0.8, 0.7, -0.1], [0.3, 0.1, 0.2], [-0.5, 0.1, -0.3], [-0.4, 0.3, 0.3], [0.0, 1.4, 0.4], [0.3, -0.4, -0.1], [0.1, 0.7, 1.2], [0.9, 0.7, -0.2], [-0.1, 0.1, 0.0], [-0.7, 0.2, -0.4], [0.1, -0.2, -0.2], [0.0, -0.2, -0.2], [-1.0, 1.8, -0.8], [1.9, 0.2, -0.8], [-0.7, -2.7, 2.4], [-0.4, 0.3, -1.1], [0.1, 1.9, 2.4], [-0.9, -0.7, -1.3], [1.0, -0.1, -0.2], [-0.7, -1.9, -1.2], [0.5, 1.3, 1.4], [-0.3, -0.2, -0.3], [-0.2, 0.1, 0.9], [0.0, -0.1, 0.7], [-0.2, -1.0, 0.0], [0.1, 1.3, -0.8], [-0.1, 0.2, -0.1], [0.0, 0.0, 0.2], [0.5, 0.2, -1.0], [-0.1, -0.8, -0.1], [0.2, -0.1, -0.6], [0.2, 0.1, 0.2], [0.1, 0.8, 0.0], [0.4, 0.0, 0.4], [-0.3, -0.7, -0.4], [-0.7, 0.6, 0.0], [-0.3, -0.2, 0.5], [0.7, 0.1, -1.9], [-0.8, 1.1, 0.4], [-0.7, -1.4, 0.2], [-1.2, -0.1, -0.9], [2.7, 0.8, 2.5], [1.1, -2.5, -1.2], [-0.6, 1.5, -0.4], [0.1, -0.2, 0.6], [-0.1, -0.9, -0.5], [0.6, -0.4, 0.4], [-0.4, 0.6, -0.1], [0.3, 0.3, 0.2], [-0.4, -0.2, 0.3], [0.8, 0.4, 0.0], [0.4, 0.1, -0.2], [-0.4, 0.1, 0.3], [-0.7, 0.1, 0.2], [-0.4, 0.7, -0.2], [0.4, -0.1, 0.1], [-0.2, -0.1, 0.0], [-0.2, -0.1, -0.1]], "mol_weight_g_mol": 1035.2, "spin_multiplicity": 1, "e_homo_ev": -9.40, "lumo_energy_ev": 0.267, "relative_energy_ev": 8.188, "total_energy_ha": -4073.0914}